Entry 1:
162
Properties=species:S:1:pos:R:3:lowdin_charge:R:1 method="wB97M-V/def2-TZVPD" e_tot_ha=-4672.043641 homo_lumo_gap_ev=7.902 largest_force_ev_per_a=1.07
C -1.2944 -4.9731 4.7665 0.010
C -2.5065 -4.5866 4.3613 -0.110
C -2.8336 -4.6176 2.9178 -0.268
C -2.6727 -5.8400 2.2265 -0.084
N -2.9299 -6.0137 0.9604 0.149
C -3.3449 -4.8865 0.3187 -0.208
C -3.6170 -4.9528 -1.0660 0.020
C -4.0442 -3.8617 -1.7894 -0.168
C -4.3198 -4.0439 -3.2582 -0.139
C -3.1277 -3.6245 -4.1647 -0.160
C -1.7359 -3.8543 -3.5522 -0.183
C -1.0552 -2.5661 -3.0470 -0.172
C -0.6074 -2.6525 -1.5775 -0.264
N 0.7665 -3.2100 -1.4786 0.001
C -4.2251 -2.6039 -1.1091 -0.154
C -4.7266 -1.4556 -1.9541 -0.418
S -6.5467 -1.3903 -2.0940 0.892
C -7.1558 -0.5029 -0.6361 -0.523
C -7.7329 -1.4399 0.4470 -0.153
C -3.9561 -2.4960 0.2543 -0.084
C -4.1335 -1.1832 0.9807 -0.134
C -2.8945 -0.7019 1.7561 -0.193
C -3.0090 0.7900 2.0758 -0.179
C -2.4555 1.7443 0.9978 -0.191
C -1.1845 1.2828 0.2641 -0.197
C -0.0099 0.7841 1.1186 -0.196
C 0.1789 1.4676 2.4950 -0.175
C 0.0283 0.4655 3.6537 -0.164
C -0.5367 1.0455 4.9511 -0.259
O 0.4508 1.1432 5.9550 -0.184
C -0.0463 1.8853 7.0573 -0.106
C -3.5146 -3.6524 0.9785 -0.144
N -3.2688 -3.5389 2.3114 0.199
H -1.1364 -5.3995 5.7489 0.058
H -0.4180 -4.8791 4.1375 0.067
H -3.2343 -4.2140 5.0704 0.105
H -2.3413 -6.6987 2.7951 0.090
H -3.4816 -5.9051 -1.5622 0.123
H -4.6335 -5.0622 -3.4465 0.091
H -5.1557 -3.4014 -3.5315 0.087
H -3.2114 -4.1751 -5.0948 0.093
H -3.2249 -2.5582 -4.3612 0.093
H -1.7381 -4.5973 -2.7580 0.098
H -1.0995 -4.2536 -4.3366 0.075
H -1.7077 -1.6965 -3.1319 0.098
H -0.1468 -2.3957 -3.6228 0.096
H -0.6042 -1.6405 -1.1625 0.089
H -1.2914 -3.3035 -1.0385 0.090
H 1.4215 -2.4370 -1.5120 0.060
H 0.8647 -3.5796 -0.5388 0.054
H -4.3975 -1.5871 -2.9769 0.047
H -4.3320 -0.4977 -1.6319 0.078
H -7.9418 0.1836 -0.9366 0.060
H -6.3584 0.1120 -0.2322 0.051
H -8.7772 -1.2120 0.6467 0.062
H -7.6899 -2.4774 0.1287 0.056
H -7.1734 -1.3401 1.3740 0.051
H -4.4192 -0.3843 0.3090 0.075
H -4.9606 -1.3065 1.6823 0.116
H -1.9685 -0.9777 1.2604 0.092
H -2.8952 -1.2296 2.7045 0.090
H -4.0776 1.0070 2.1645 0.109
H -2.5976 1.0455 3.0494 0.088
H -2.2214 2.6920 1.4823 0.099
H -3.2306 1.9390 0.2555 0.102
H -1.4811 0.5144 -0.4550 0.091
H -0.8308 2.1270 -0.3263 0.094
H -0.0103 -0.2961 1.2545 0.092
H 0.8898 0.9913 0.5376 0.063
H -0.4447 2.3475 2.6289 0.099
H 1.2117 1.8158 2.5359 0.104
H -0.5951 -0.3778 3.3633 0.091
H 0.9983 0.0326 3.9000 0.118
H -1.3362 0.3812 5.3068 0.120
H -1.0276 2.0043 4.7436 0.116
H -1.0976 1.6248 7.2100 0.085
H -0.0228 2.9440 6.7817 0.074
H 0.5096 1.6604 7.9603 0.086
C 3.6767 3.5823 -0.5535 0.049
N 2.3100 2.9924 -0.5631 -0.427
O 1.3820 3.6957 -0.2261 0.081
O 2.2096 1.8305 -0.9124 0.041
H 3.6116 4.6044 -0.2269 0.053
H 4.2801 2.9906 0.1284 0.112
H 4.0665 3.5250 -1.5642 0.067
C -4.2125 -8.8316 -5.0629 0.058
N -4.0789 -7.4127 -5.4929 -0.423
O -4.5125 -7.1120 -6.5851 0.066
O -3.5426 -6.6484 -4.7201 0.062
H -4.7060 -9.3833 -5.8547 0.094
H -3.2111 -9.2105 -4.8831 0.103
H -4.7996 -8.8395 -4.1496 0.102
C -4.2889 -7.6522 -9.8939 0.047
N -4.8898 -8.9883 -10.1589 -0.453
O -4.9706 -9.7662 -9.2300 0.057
O -5.2595 -9.2104 -11.2914 0.063
H -4.0121 -7.6029 -8.8490 0.063
H -3.4198 -7.5528 -10.5370 0.101
H -5.0370 -6.9036 -10.1350 0.104
C 6.1071 7.9276 -0.0740 0.060
N 5.2855 6.6969 -0.2316 -0.431
O 5.2616 5.8998 0.6877 0.061
O 4.6884 6.5705 -1.2789 0.064
H 6.5773 7.9019 0.9016 0.096
H 6.8453 7.9294 -0.8709 0.088
H 5.4380 8.7770 -0.1682 0.105
C 1.9471 5.3833 7.1123 0.043
N 0.8195 6.3492 7.1857 -0.443
O 0.0142 6.3494 6.2827 0.076
O 0.7832 7.0822 8.1555 0.040
H 1.8491 4.8053 6.2011 0.095
H 2.8679 5.9597 7.1101 0.092
H 1.8871 4.7435 7.9877 0.099
C 4.4455 3.6488 -4.6839 0.065
N 5.8693 3.5441 -4.2634 -0.430
O 6.1134 3.2423 -3.1174 0.078
O 6.7107 3.7828 -5.1081 0.035
H 3.8160 3.4136 -3.8348 0.083
H 4.2843 4.6674 -5.0237 0.108
H 4.2936 2.9401 -5.4922 0.105
C 2.2075 -5.3856 -4.8042 0.047
N 1.1219 -5.0894 -5.7787 -0.449
O 0.6802 -3.9607 -5.7994 0.052
O 0.7478 -6.0038 -6.4824 0.061
H 2.4247 -4.4813 -4.2486 0.089
H 1.8463 -6.1700 -4.1465 0.101
H 3.0701 -5.7210 -5.3720 0.097
C 9.3959 2.0423 -5.9512 0.031
N 10.2214 0.9329 -6.5031 -0.457
O 11.3634 1.1839 -6.8248 0.067
O 9.6870 -0.1515 -6.5923 0.064
H 9.9992 2.9418 -5.9312 0.090
H 8.5345 2.1642 -6.5997 0.092
H 9.0883 1.7559 -4.9505 0.098
C 8.6671 6.6373 -4.7328 0.050
N 7.9032 7.6370 -3.9374 -0.450
O 6.7065 7.4699 -3.8182 0.059
O 8.5325 8.5521 -3.4508 0.062
H 7.9741 5.8856 -5.0919 0.067
H 9.1428 7.1609 -5.5565 0.103
H 9.4094 6.2008 -4.0714 0.104
C -0.7292 -9.0001 3.4709 0.028
N 0.1011 -10.0753 4.0806 -0.457
O 0.3237 -11.0629 3.4144 0.070
O 0.4984 -9.8825 5.2099 0.063
H -1.0068 -9.3115 2.4707 0.095
H -1.6077 -8.8664 4.0951 0.098
H -0.1283 -8.0959 3.4448 0.094
C -0.6415 9.2139 9.8625 0.026
N -0.9225 10.5071 10.5461 -0.457
O 0.0114 11.0953 11.0504 0.063
O -2.0741 10.8872 10.5486 0.060
H 0.4178 9.0047 9.9395 0.081
H -1.2281 8.4476 10.3588 0.102
H -0.9440 9.3181 8.8256 0.095
C 2.2007 10.6419 6.2922 0.051
N 3.0993 9.5050 6.6322 -0.448
O 3.0115 8.4937 5.9636 0.049
O 3.8601 9.6656 7.5589 0.075
H 1.5829 10.3507 5.4513 0.095
H 1.5980 10.8512 7.1707 0.097
H 2.8307 11.4906 6.0447 0.101

=====

Entry 2:
144
Properties=species:S:1:pos:R:3:lowdin_charge:R:1 method="wB97M-V/def2-TZVPD" e_tot_ha=-3531.174077 total_charge=+1 homo_lumo_gap_ev=5.232 largest_force_ev_per_a=2.55
C -1.6659 -3.5745 3.4315 -0.064
C -0.4344 -4.1496 2.6106 -0.248
O -0.8289 -4.5268 1.2953 -0.156
C -0.5254 -3.5272 0.3249 -0.157
C -1.8773 -3.1203 -0.4218 -0.139
O -3.0241 -3.4012 0.3883 -0.110
C -3.9622 -2.3465 0.3843 -0.186
N -3.9891 -1.7476 1.7494 0.123
C -4.2667 -0.3625 1.7475 -0.249
N -3.2176 0.5885 1.6470 -0.093
C -2.0993 0.2487 2.5631 -0.046
C -2.7776 0.8247 0.2559 -0.158
C -1.5858 1.8603 0.1465 -0.138
C -1.7827 3.1541 1.0036 -0.340
C -3.0207 4.0198 0.5123 -0.054
C -0.4949 4.0612 0.7317 -0.186
C 0.7128 3.7230 1.6822 -0.185
C 1.5833 2.5156 1.2212 -0.117
C 2.3667 1.6961 2.0935 -0.273
C 1.6638 0.5061 2.8635 -0.060
C 3.8891 1.8733 2.3647 -0.058
N -5.4868 0.0995 1.8900 -0.072
N -6.5645 -0.7833 2.0261 0.127
C -5.7968 1.5559 1.9365 -0.119
C -5.2233 2.2759 3.2301 -0.691
C -5.0469 1.3032 4.4569 -0.085
Cl -6.1152 3.7998 3.6280 0.615
H -1.7577 -2.4753 3.2890 0.033
H -1.5611 -3.8283 4.5109 0.077
H -2.5628 -4.1202 3.0530 0.077
H -0.1412 -5.0850 3.1562 0.116
H 0.4508 -3.4738 2.6576 0.114
H 0.0209 -2.6445 0.7362 0.116
H 0.1706 -4.0083 -0.4138 0.124
H -1.8007 -2.0649 -0.7695 0.105
H -1.9317 -3.8032 -1.3104 0.131
H -3.8324 -1.6102 -0.4380 0.128
H -4.9685 -2.8204 0.2246 0.149
H -4.6432 -2.2754 2.3235 0.134
H -1.2877 -0.2923 2.0276 0.089
H -2.5157 -0.4489 3.3373 0.083
H -1.7643 1.1530 3.1135 0.097
H -3.6142 1.1986 -0.3915 0.128
H -2.4033 -0.1224 -0.2250 0.097
H -1.5029 2.1696 -0.9254 0.134
H -0.6540 1.2966 0.3959 0.101
H -1.8157 2.9821 2.1034 0.108
H -3.8843 3.3666 0.2538 0.049
H -2.6423 4.5831 -0.3811 0.087
H -3.2817 4.8128 1.2589 0.089
H -0.7346 5.1484 0.7440 0.105
H -0.1832 3.8115 -0.3216 0.111
H 0.3580 3.6368 2.7402 0.116
H 1.3975 4.6129 1.6523 0.118
H 1.5675 2.2461 0.1380 0.103
H 2.0870 -0.4743 2.5475 0.089
H 1.6941 0.6382 3.9730 0.077
H 0.5975 0.5240 2.5389 0.026
H 4.2401 1.0233 3.0017 0.072
H 4.0187 2.8463 2.8846 0.085
H 4.4580 1.8365 1.4037 0.086
H -6.8100 -0.8503 3.0178 0.113
H -7.3736 -0.4169 1.5286 0.117
H -6.9095 1.6709 2.0056 0.124
H -5.5067 2.0847 0.9978 0.117
H -4.1871 2.5912 2.9469 0.074
H -5.8624 0.5459 4.4823 0.072
H -4.9608 1.8957 5.3960 0.090
H -4.0778 0.7455 4.3671 0.065
C -3.7288 9.3016 -4.0435 -0.060
C -3.3089 7.9128 -4.4838 -0.209
O -1.8809 7.7876 -4.5104 0.045
C -1.2981 7.6179 -3.3245 -0.599
O -1.8569 7.5486 -2.2597 0.097
O 0.0196 7.5575 -3.5135 0.019
C 0.7680 7.4718 -2.3010 -0.031
H -3.2477 10.0610 -4.6625 0.086
H -4.8110 9.4171 -4.1166 0.082
H -3.4321 9.4950 -3.0114 0.069
H -3.6523 7.7344 -5.5030 0.124
H -3.7505 7.1389 -3.8527 0.121
H 0.4149 6.6513 -1.6754 0.085
H 0.7103 8.4171 -1.7598 0.103
H 1.8075 7.2850 -2.5631 0.096
C 3.4097 -5.6219 3.9187 -0.065
C 3.6670 -4.9962 5.2754 -0.212
O 5.0369 -4.6041 5.4117 0.042
C 5.3697 -3.4700 4.7923 -0.607
O 4.6289 -2.7631 4.1588 0.108
O 6.6740 -3.2630 4.9836 0.012
C 7.1880 -2.1240 4.2941 -0.040
H 4.1050 -6.4431 3.7360 0.085
H 2.3883 -6.0013 3.8578 0.070
H 3.5546 -4.8970 3.1159 0.073
H 3.4765 -5.7314 6.0576 0.125
H 3.0050 -4.1478 5.4605 0.121
H 6.6090 -1.2289 4.5212 0.092
H 7.1959 -2.3118 3.2197 0.100
H 8.2116 -1.9708 4.6298 0.096
C 0.6806 -6.4210 -3.5034 -0.062
C 1.8290 -6.5965 -2.5276 -0.211
O 3.0808 -6.6674 -3.2183 0.027
C 3.5732 -5.4958 -3.6349 -0.600
O 3.0662 -4.4179 -3.4693 0.121
O 4.7165 -5.7298 -4.2863 -0.004
C 5.2985 -4.5638 -4.8703 -0.035
H 0.7030 -7.2018 -4.2659 0.078
H -0.2777 -6.4608 -2.9827 0.076
H 0.7475 -5.4646 -4.0245 0.075
H 1.7114 -7.5416 -1.9966 0.125
H 1.8474 -5.8037 -1.7772 0.113
H 5.4178 -3.7694 -4.1339 0.096
H 4.6872 -4.2220 -5.7062 0.102
H 6.2814 -4.8404 -5.2464 0.096
C -3.6699 9.4071 1.0962 -0.060
C -2.3864 8.6974 0.7101 -0.214
O -1.2485 9.5448 0.9174 0.039
C -0.8410 9.6572 2.1831 -0.610
O -1.3273 9.1083 3.1365 0.121
O 0.1950 10.5001 2.2105 0.005
C 0.6754 10.7849 3.5243 -0.042
H -3.7503 10.3628 0.5746 0.084
H -4.5377 8.7932 0.8495 0.078
H -3.6957 9.6235 2.1655 0.074
H -2.4106 8.4602 -0.3531 0.090
H -2.2680 7.7545 1.2493 0.116
H 0.8963 9.8694 4.0726 0.095
H -0.0555 11.3871 4.0652 0.100
H 1.5939 11.3593 3.4213 0.094
C 4.9214 -9.2033 -5.0597 -0.058
C 3.5570 -9.4019 -5.6879 -0.207
O 3.5507 -8.9829 -7.0588 0.038
C 4.1025 -9.8391 -7.9217 -0.609
O 4.5782 -10.9090 -7.6528 0.127
O 4.0492 -9.2906 -9.1392 0.004
C 4.6921 -10.0660 -10.1505 -0.043
H 5.2556 -8.1729 -5.1895 0.069
H 4.8925 -9.4350 -3.9941 0.084
H 5.6697 -9.8438 -5.5294 0.077
H 2.8258 -8.7788 -5.1714 0.106
H 3.2200 -10.4367 -5.6010 0.125
H 4.3199 -11.0901 -10.1610 0.096
H 5.7720 -10.0537 -9.9986 0.099
H 4.4687 -9.6044 -11.1105 0.093